(1)
# C4H8N2O

C4H8N2O as an isolated structure at a distorted geometry (ωB97M-V/def2-TZVPD, the Open Molecules 2025 dataset).

Properties
relative energy (zero: lowest compared OMol25 entry of this formula, charge and spin)	4.2121	eV
orbital gap	9.68	eV

```
15
Properties=species:S:1:pos:R:3:forces:R:3
C -0.940 -0.077 -0.866 -0.042 -0.312 0.054
C -0.334 -1.264 -1.604 -0.161 0.274 0.056
C -0.196 0.159 0.434 0.642 0.264 -0.129
C 1.292 0.617 2.989 1.133 0.359 0.716
O -0.819 1.059 -1.713 0.058 0.043 0.015
N -0.694 -0.037 1.556 0.307 0.273 2.615
N 2.209 0.909 2.318 -0.164 0.005 -0.698
H -1.276 1.802 -1.303 0.002 -0.051 -0.011
H -1.992 -0.278 -0.629 0.132 0.030 0.013
H 2.490 1.024 1.342 0.074 -0.013 0.570
H 0.848 0.527 0.259 -0.219 -0.048 0.040
H -0.026 0.205 2.585 -1.831 -0.753 -3.212
H 0.715 -1.069 -1.825 0.067 -0.012 -0.007
H -0.862 -1.413 -2.544 -0.001 -0.028 -0.037
H -0.415 -2.164 -0.998 0.004 -0.031 0.016
```
Positions in Å, forces in eV/Å.

(2)
# C27H56NO8

A 4-piece molecular cluster, C27H56NO8 overall at a distorted geometry (ωB97M-V/def2-TZVPD, the Open Molecules 2025 dataset).

Properties
net charge	+1
orbital gap	8.25	eV

```
92
Properties=species:S:1:pos:R:3:forces:R:3
C 2.709 2.516 0.739 -0.018 0.299 0.518
O 2.572 1.988 -0.584 -0.649 0.334 0.331
C 1.241 2.250 -1.017 -0.197 -0.003 -0.125
C 0.930 1.653 -2.412 0.622 0.199 -0.664
C -0.050 2.539 -3.256 -0.444 0.046 0.604
C -1.513 1.985 -3.339 0.353 1.508 -0.094
C -2.108 1.949 -1.896 -0.699 -0.345 0.297
C -2.654 0.552 -1.433 0.314 0.205 -2.880
C -1.719 -0.658 -1.740 0.020 -0.347 1.480
C -0.667 -0.992 -0.622 -0.063 -1.068 -1.378
C 0.308 -2.076 -1.217 0.118 0.321 -0.396
O 0.040 -3.364 -0.692 0.599 0.406 0.417
C 1.224 -4.138 -0.574 0.476 -0.891 0.597
C -3.998 0.307 -2.242 -0.731 0.255 1.027
C -5.203 0.086 -1.249 0.524 0.699 0.147
C -5.319 1.405 -0.396 0.999 -0.742 -0.455
C -3.989 1.599 0.413 -1.131 1.147 0.693
N -2.910 0.641 0.035 -0.286 0.010 0.366
H 2.590 1.718 1.501 0.282 0.304 -0.426
H 1.924 3.271 0.970 0.390 -0.339 -0.298
H 3.673 3.047 0.856 -0.331 -0.596 -0.154
H 0.546 1.863 -0.227 0.218 0.219 -0.509
H 1.109 3.358 -1.047 -0.060 -0.600 -0.065
H 1.885 1.609 -2.978 -0.396 0.027 0.534
H 0.579 0.601 -2.372 0.184 0.627 0.154
H 0.358 2.807 -4.250 -0.233 -0.484 0.449
H -0.137 3.511 -2.718 0.022 -0.453 -0.462
H -1.604 1.043 -3.908 0.160 0.270 0.459
H -2.089 2.754 -3.923 0.366 -0.807 0.462
H -1.427 2.343 -1.112 0.027 -0.189 -0.670
H -2.983 2.635 -1.902 0.557 -0.316 0.157
H -2.376 -1.553 -1.824 0.468 0.408 0.023
H -1.184 -0.586 -2.699 -0.541 0.420 0.339
H -0.049 -0.131 -0.314 -0.543 -0.272 0.078
H -1.206 -1.491 0.207 0.575 0.436 -0.024
H 0.207 -2.147 -2.327 -0.040 0.294 0.554
H 1.361 -1.767 -1.040 -0.531 -0.255 0.147
H 1.520 -4.648 -1.510 -0.183 0.450 0.194
H 1.061 -4.939 0.177 -0.208 0.453 -0.455
H 2.085 -3.549 -0.187 -0.496 -0.099 -0.354
H -4.242 1.220 -2.823 0.175 -0.504 0.233
H -3.882 -0.514 -2.969 0.000 0.241 0.500
H -5.006 -0.747 -0.537 -0.302 0.146 -0.670
H -6.131 -0.114 -1.814 0.469 0.034 0.417
H -5.373 2.248 -1.113 -0.415 -0.371 0.546
H -6.156 1.394 0.318 0.195 0.078 -0.509
H -4.121 1.505 1.511 -0.069 -0.188 -0.675
H -3.660 2.645 0.264 0.319 -0.773 -0.029
H -2.068 0.933 0.542 0.122 -0.146 -0.358
H -3.140 -0.283 0.410 -0.043 0.062 -0.143
O -4.464 4.290 -4.745 0.439 -0.182 0.009
C -4.053 4.419 -5.872 -0.368 0.316 -0.045
O -2.729 4.412 -6.103 0.214 -0.357 0.433
C -2.144 4.380 -7.413 0.037 0.230 -0.290
C -2.044 5.770 -8.006 -0.124 0.138 0.053
C -4.999 4.678 -7.011 -0.102 -0.482 -0.383
H -2.680 3.685 -8.061 -0.084 0.056 0.047
H -1.142 3.972 -7.281 -0.083 -0.035 0.202
H -3.027 6.224 -8.138 0.009 -0.065 -0.085
H -1.546 5.738 -8.975 0.000 -0.015 0.029
H -1.479 6.425 -7.342 0.063 -0.078 -0.032
H -5.246 5.739 -7.034 0.011 -0.020 0.008
H -5.907 4.103 -6.840 -0.022 0.185 0.166
H -4.616 4.373 -7.982 0.070 0.193 -0.011
O 2.795 -5.432 6.947 0.001 0.226 -0.043
C 2.403 -5.371 5.815 -0.249 -0.505 0.202
O 2.320 -4.172 5.208 0.200 0.467 -0.065
C 2.036 -4.002 3.817 -0.181 -0.065 -0.064
C 0.545 -4.023 3.552 -0.152 -0.086 0.037
C 1.921 -6.600 5.095 0.355 -0.225 -0.478
H 2.580 -4.734 3.217 -0.057 -0.059 0.045
H 2.437 -3.024 3.550 0.087 -0.013 0.184
H 0.101 -4.982 3.823 0.046 -0.020 -0.089
H 0.341 -3.836 2.495 0.010 0.002 0.005
H 0.042 -3.261 4.148 0.082 0.044 -0.035
H 0.890 -6.801 5.385 0.022 0.008 0.006
H 2.546 -7.440 5.393 -0.129 0.046 0.199
H 1.986 -6.534 4.011 -0.179 0.050 0.009
O 8.632 -1.881 6.701 0.004 -0.108 0.101
C 7.461 -1.658 6.837 0.114 0.049 -0.333
O 6.714 -2.479 7.588 0.062 -0.226 0.439
C 5.356 -2.206 7.954 -0.242 0.020 -0.161
C 4.394 -2.642 6.869 0.181 0.157 -0.161
C 6.800 -0.518 6.109 -0.179 0.562 0.293
H 5.232 -1.157 8.230 0.055 0.005 -0.073
H 5.169 -2.787 8.856 0.197 -0.045 -0.033
H 4.562 -2.094 5.938 -0.033 0.105 0.067
H 3.363 -2.483 7.182 0.018 -0.091 0.007
H 4.531 -3.697 6.645 -0.061 0.004 0.159
H 6.567 -0.833 5.092 0.009 -0.008 0.023
H 7.498 0.316 6.073 0.105 -0.163 -0.148
H 5.897 -0.149 6.591 -0.088 -0.129 -0.121
```
Positions in Å, forces in eV/Å.

(3)
# CH6S3

A 2-piece molecular cluster, CH6S3 overall at a distorted geometry (ωB97M-V/def2-TZVPD, the Open Molecules 2025 dataset).

Properties
relative energy (zero: lowest compared OMol25 entry of this formula, charge and spin)	1.1758	eV
structure (SMILES)	CSS.S
orbital gap	8.34	eV

```
10
Properties=species:S:1:pos:R:3:forces:R:3
C -0.508 -0.923 -0.446 -0.453 -2.026 2.405
S -1.051 0.585 -1.213 -1.134 0.288 1.218
S -2.877 0.761 -0.091 -0.541 0.129 -0.020
H -0.730 -1.796 -1.116 0.762 0.741 0.553
H 0.588 -0.773 -0.139 -1.655 -0.655 -0.498
H -1.198 -1.189 0.549 2.279 0.909 -2.551
H -2.820 -0.056 1.038 0.740 0.647 -1.107
S 2.556 1.429 0.942 0.223 -0.637 0.006
H 3.153 0.219 0.783 -0.197 0.396 0.220
H 2.886 1.744 -0.307 -0.023 0.209 -0.227
```
Positions in Å, forces in eV/Å.